The following is a quantum chemistry calculation of a cluster of 12 separate species, C32H70Cl10F3N5O11P in total, from the OMol25 dataset.

Bonds (Å) are listed after each position.
Cartesian coordinates (Å):
1 C 3.61775 -17.16909 10.91006  O2 1.430, O3 1.285, C4 1.527, H15 1.115
2 O 4.97971 -17.49427 11.19914  C1 1.430, C8 1.405
3 O 3.47967 -15.89181 10.92152  C1 1.285
4 C 3.16606 -17.80173 9.59597  C1 1.527, F5 1.329, F6 1.346, F7 1.343
5 F 4.04547 -17.64894 8.61164  C4 1.329
6 F 2.92450 -19.12037 9.71768  C4 1.346
7 F 2.00695 -17.26629 9.17991  C4 1.343
8 C 5.31201 -18.82008 11.52619  O2 1.405, C9 1.505, H13 1.100, H14 1.112
9 C 6.63247 -18.85624 12.24790  C8 1.505, H10 1.099, H11 1.098, H12 1.091
10 H 7.49160 -18.63441 11.59963  C9 1.099
11 H 6.72627 -18.04532 12.98292  C9 1.098
12 H 6.80638 -19.81087 12.74743  C9 1.091
13 H 5.28402 -19.49836 10.66102  C8 1.100
14 H 4.55090 -19.27902 12.19504  C8 1.112
15 H 3.00221 -17.64080 11.71131  C1 1.115
16 C 6.36409 -14.88113 12.91634  C17 1.530, H21 1.086, H22 1.081, H23 1.089
17 C 5.57931 -13.58789 13.14238  C16 1.530, O18 1.266, N19 1.375
18 O 6.14154 -12.55155 13.60233  C17 1.266
19 N 4.29109 -13.61641 12.66326  C17 1.375, C20 1.431, H24 1.028
20 C 3.37740 -12.52700 12.82094  N19 1.431, H25 1.084, H26 1.084, H27 1.102
21 H 6.44325 -15.36076 13.88692  C16 1.086
22 H 7.30340 -14.60532 12.45726  C16 1.081
23 H 5.74054 -15.48626 12.26036  C16 1.089
24 H 4.05417 -14.36046 11.99400  N19 1.028
25 H 3.75934 -11.87702 13.59934  C20 1.084
26 H 2.37604 -12.92813 12.92661  C20 1.084
27 H 3.38016 -11.91518 11.90429  C20 1.102
28 C 7.89186 -21.02132 15.47271  C29 1.523, H33 1.091, H34 1.080, H35 1.099
29 C 8.54725 -21.71424 14.28556  C28 1.523, O30 1.220, N31 1.360
30 O 7.94276 -22.59256 13.69288  C29 1.220
31 N 9.78523 -21.27456 13.93245  C29 1.360, C32 1.428, H36 0.997
32 C 10.39873 -21.72580 12.72453  N31 1.428, H37 1.102, H38 1.086, H39 1.090
33 H 7.88444 -21.75569 16.28003  C28 1.091
34 H 6.90504 -20.65110 15.23512  C28 1.080
35 H 8.47881 -20.16946 15.84443  C28 1.099
36 H 10.27407 -20.71726 14.59975  N31 0.997
37 H 10.22323 -21.03844 11.88104  C32 1.102
38 H 9.97835 -22.65598 12.35383  C32 1.086
39 H 11.48431 -21.80575 12.77203  C32 1.090
40 C 1.17971 -13.79146 9.57935  C41 1.507, H45 1.091, H46 1.085, H47 1.087
41 C 2.03304 -13.64801 8.34604  C40 1.507, O42 1.228, N43 1.348
42 O 1.81420 -12.79895 7.48637  C41 1.228
43 N 3.04766 -14.53277 8.26935  C41 1.348, C44 1.459, H48 1.033
44 C 3.88582 -14.69342 7.08652  N43 1.459, H49 1.094, H50 1.086, H51 1.093
45 H 0.75225 -14.79529 9.55904  C40 1.091
46 H 0.35091 -13.09095 9.57773  C40 1.085
47 H 1.79178 -13.62792 10.46235  C40 1.087
48 H 3.21856 -15.13830 9.08874  N43 1.033
49 H 4.75060 -14.02503 7.13425  C44 1.094
50 H 3.32698 -14.54309 6.16781  C44 1.086
51 H 4.27406 -15.71480 7.07517  C44 1.093
52 C 5.61875 -12.28012 9.78421  C53 1.512, H57 1.096, H58 1.090, H59 1.095
53 C 6.65952 -13.30371 9.38984  C52 1.512, O54 1.242, N55 1.363
54 O 7.71679 -12.94878 8.84270  C53 1.242
55 N 6.41124 -14.58533 9.78213  C53 1.363, C56 1.444, H60 1.023
56 C 7.29961 -15.69844 9.54372  N55 1.444, H61 1.078, H62 1.099, H63 1.101
57 H 4.60268 -12.68509 9.85809  C52 1.096
58 H 5.59433 -11.44991 9.07855  C52 1.090
59 H 5.80706 -11.81596 10.75844  C52 1.095
60 H 5.50693 -14.83869 10.18884  N55 1.023
61 H 8.30262 -15.48997 9.20817  C56 1.078
62 H 6.78972 -16.43994 8.91233  C56 1.099
63 H 7.36913 -16.28062 10.47604  C56 1.101
64 C 8.64194 -19.01011 8.73544  C65 1.516, H69 1.079, H70 1.097, H71 1.100
65 C 8.67728 -18.62401 7.26968  C64 1.516, O66 1.206, N67 1.355
66 O 9.29743 -17.64576 6.93280  C65 1.206
67 N 8.03732 -19.43661 6.39366  C65 1.355, C68 1.451, H72 1.005
68 C 7.97206 -19.11695 4.97953  N67 1.451, H73 1.090, H74 1.100, H75 1.084
69 H 9.34108 -18.40520 9.29140  C64 1.079
70 H 8.76929 -20.09231 8.86541  C64 1.097
71 H 7.62628 -18.85477 9.12961  C64 1.100
72 H 7.81494 -20.38385 6.64613  N67 1.005
73 H 8.72698 -18.39356 4.67211  C68 1.090
74 H 7.04384 -18.56819 4.76140  C68 1.100
75 H 8.01564 -20.00174 4.35420  C68 1.084
76 C -0.37493 -20.09638 9.65583  O77 1.426, H84 1.088, H85 1.088, H86 1.093
77 O -0.54446 -20.82029 8.43870  C76 1.426, P78 1.586
78 P 0.79390 -21.19335 7.67421  O77 1.586, O79 1.454, O80 1.586, O82 1.571
79 O 1.81397 -21.85125 8.47537  P78 1.454
80 O 0.20930 -22.10868 6.51799  P78 1.586, C81 1.438
81 C -0.24917 -23.43570 6.83092  O80 1.438, H87 1.098, H88 1.086, H89 1.099
82 O 1.24230 -19.89928 6.90478  P78 1.571, C83 1.428
83 C 0.27820 -19.18361 6.13173  O82 1.428, H90 1.087, H91 1.090, H92 1.085
84 H -0.46733 -20.77302 10.50265  C76 1.088
85 H -1.11442 -19.30409 9.75617  C76 1.088
86 H 0.59574 -19.59962 9.72765  C76 1.093
87 H -0.18709 -23.64644 7.90669  C81 1.098
88 H 0.28314 -24.19469 6.26444  C81 1.086
89 H -1.32324 -23.54565 6.62680  C81 1.099
90 H 0.51026 -19.30615 5.07661  C83 1.087
91 H 0.36211 -18.12219 6.36458  C83 1.090
92 H -0.73523 -19.50091 6.35537  C83 1.085
93 Cl -0.16075 -14.24191 12.69910  C94 1.765
94 C 0.55592 -15.81948 12.36516  Cl93 1.765, C95 1.498, H97 1.090, H98 1.087
95 C -0.13164 -16.90865 13.12998  C94 1.498, Cl96 1.782, H99 1.086, H100 1.079
96 Cl 0.66459 -18.45920 12.75722  C95 1.782
97 H 1.63448 -15.84058 12.52258  C94 1.090
98 H 0.42946 -16.01365 11.30323  C94 1.087
99 H -1.15925 -16.95410 12.78098  C95 1.086
100 H -0.09311 -16.78583 14.20103  C95 1.079
101 Cl 2.22059 -16.64590 15.76783  C102 1.788
102 C 3.47471 -17.35487 14.70878  Cl101 1.788, C103 1.511, H105 1.091, H106 1.086
103 C 4.80164 -17.48991 15.41816  C102 1.511, Cl104 1.755, H107 1.093, H108 1.089
104 Cl 5.36286 -16.01867 16.19335  C103 1.755
105 H 3.56120 -16.73288 13.81715  C102 1.091
106 H 3.12534 -18.33862 14.40930  C102 1.086
107 H 5.50469 -17.82613 14.65128  C103 1.093
108 H 4.74728 -18.29393 16.15043  C103 1.089
109 Cl 5.91175 -22.22652 5.95818  C110 1.790
110 C 4.67527 -22.22481 7.25210  Cl109 1.790, C111 1.514, H113 1.084, H114 1.089
111 C 4.99711 -21.24609 8.36107  C110 1.514, Cl112 1.791, H115 1.085, H116 1.087
112 Cl 6.18596 -21.96811 9.48989  C111 1.791
113 H 4.55593 -23.23964 7.61330  C110 1.084
114 H 3.71553 -21.97879 6.79977  C110 1.089
115 H 4.09205 -21.11917 8.94546  C111 1.085
116 H 5.35231 -20.28305 8.00338  C111 1.087
117 Cl 12.13896 -18.35518 11.26589  C118 1.775
118 C 12.08860 -18.30486 13.03916  Cl117 1.775, C119 1.511, H121 1.083, H122 1.092
119 C 10.77036 -17.76575 13.54358  C118 1.511, Cl120 1.789, H123 1.092, H124 1.090
120 Cl 10.42725 -16.08682 13.03013  C119 1.789
121 H 12.91807 -17.69586 13.37710  C118 1.083
122 H 12.15280 -19.32486 13.42267  C118 1.092
123 H 10.72971 -17.75415 14.63427  C119 1.092
124 H 9.92092 -18.36780 13.22090  C119 1.090
125 Cl 4.70638 -20.32928 3.34475  C126 1.800
126 C 3.45644 -19.69049 4.47166  Cl125 1.800, C127 1.501, H129 1.083, H130 1.087
127 C 3.97784 -18.50744 5.23507  C126 1.501, Cl128 1.801, H131 1.087, H132 1.086
128 Cl 4.44611 -17.12831 4.17490  C127 1.801
129 H 3.20184 -20.52144 5.11721  C126 1.083
130 H 2.61012 -19.43572 3.83914  C126 1.087
131 H 4.86306 -18.75961 5.81342  C127 1.087
132 H 3.22697 -18.04421 5.86914  C127 1.086

Output
LUMO energy in eV: 1.8
Net charge: -1
Energy relative to the best compared isomer or geometry (same formula, charge and spin) in kcal per mole: 0.0
Largest force on an atom in eV/A: 2.874
DFT total energy in Ha: -7605.90351